1.
130
Properties=species:S:1:pos:R:3:forces:R:3 method="wB97M-V/def2-TZVPD" total_charge=0 homo_lumo_gap_ha=0.327
Ag 2.1356 1.7556 2.4907 0.1835 0.2269 0.1088
As -0.3684 0.3488 -0.1617 -1.0296 -0.7312 -1.4361
F -1.8816 -0.3256 -0.7776 0.7968 0.2714 0.4419
F -1.2971 1.3670 0.8507 0.1700 0.2580 0.4376
F 1.1288 0.9915 0.5227 -0.8797 0.0378 0.2661
F 0.5962 -0.5831 -1.2911 -0.4142 -0.1138 1.6549
F -0.4323 1.5833 -1.4293 0.0598 -0.4918 0.9569
F -0.3233 -0.9290 1.0136 0.2003 0.3026 -0.1249
C -4.1402 0.6607 -2.4952 -0.6319 -0.8426 0.3395
C -4.8451 0.1037 -1.4147 0.5245 0.3643 -0.7211
C -6.1830 -0.2197 -1.5425 0.3176 -0.2938 0.3452
C -6.7980 -0.0466 -2.7747 -0.8803 0.5878 0.1455
C -6.1591 0.5551 -3.8270 1.1157 -0.3119 -0.8755
C -4.8044 0.8360 -3.7035 0.6074 0.3328 0.4560
N -8.2435 -0.3692 -2.9399 0.2472 0.1578 0.5533
O -8.8172 -0.0283 -3.9518 0.2664 -0.0372 -0.1255
O -8.7691 -0.9295 -2.0024 -0.1805 -0.2193 0.0901
H -3.0759 0.8111 -2.3721 -0.0930 0.3015 -0.1936
H -4.2965 -0.1281 -0.5130 -0.1698 0.1503 0.1792
H -6.6595 -0.6172 -0.6583 -0.4759 -0.1511 -0.3497
H -6.5714 0.7026 -4.8146 -0.5835 -0.0999 0.2574
H -4.2252 1.1804 -4.5493 -0.2222 0.1692 -0.1031
C -2.9799 -3.8208 -0.4953 -0.2891 -0.2189 -0.4889
C -3.4449 -3.7909 -1.8043 0.3972 -0.7891 0.1848
C -3.9325 -4.9675 -2.3893 -0.9383 1.7612 0.1741
C -4.0336 -6.1115 -1.6332 0.8135 0.1833 -0.3317
C -3.5003 -6.1765 -0.3563 -0.3370 -0.1646 0.5346
C -3.0382 -5.0183 0.2309 0.2052 1.4190 -0.1545
N -4.5445 -7.3393 -2.2433 0.5321 -0.3367 0.2738
O -5.3720 -7.2566 -3.1155 -0.3157 0.1731 -0.2880
O -4.0548 -8.3758 -1.8325 -0.2211 -0.1599 -0.0141
H -2.5881 -2.9233 -0.0341 -0.0435 0.0323 0.0531
H -3.4347 -2.9037 -2.4220 0.0745 0.1396 0.2029
H -4.3993 -4.7564 -3.3423 0.0776 -1.0290 -0.2491
H -3.5200 -7.1131 0.1804 -0.0480 -0.0245 0.0069
H -2.7488 -4.8725 1.2638 0.1190 -0.8928 0.0969
C 1.8732 1.0535 -3.0070 0.7702 0.1802 -0.3625
C 2.5122 1.5587 -1.8556 -0.5370 -0.6755 -1.3313
C 3.5105 2.4829 -2.0093 0.7502 1.3574 0.3427
C 3.8757 2.9774 -3.2593 -1.4079 -1.3725 0.3714
C 3.1915 2.4996 -4.3674 0.7561 0.5557 -1.2623
C 2.2239 1.5165 -4.2862 -0.2917 0.0438 1.6209
N 4.8341 4.0625 -3.3390 -0.3836 0.4046 -0.5979
O 5.3417 4.4793 -2.3180 0.2315 -0.0602 0.5286
O 5.0301 4.5538 -4.4280 0.1490 -0.0471 -0.3673
H 1.1406 0.2800 -2.8336 0.1201 0.3170 -0.6206
H 2.1266 1.1973 -0.9135 0.8763 0.4075 -0.3635
H 3.9873 3.0087 -1.1916 -0.2514 -0.4897 0.1756
H 3.4106 2.9093 -5.3465 0.1352 0.0885 0.0852
H 1.6638 1.2209 -5.1603 0.1532 -0.1665 -0.0959
C -3.1914 -0.8159 2.7083 0.7311 0.3964 -0.4162
C -2.4012 0.2997 3.3926 -1.1205 0.1572 -1.2363
O -2.7494 0.4241 4.7692 0.8580 0.1755 0.5817
C -2.0210 -0.2993 5.6231 -1.0189 -1.0377 -0.2205
O -1.2520 -1.1810 5.3308 0.5679 0.3933 -0.0067
O -2.4425 -0.0147 6.8431 -0.5672 1.3639 0.4534
C -1.8582 -0.6062 7.9732 1.0505 -1.9758 0.0482
H -3.0685 -1.7605 3.2341 -0.3026 -0.0583 -0.0393
H -2.7803 -0.9097 1.6999 0.1302 -0.2152 0.0620
H -4.2206 -0.5073 2.5339 -0.1816 -0.2848 0.5379
H -2.7672 1.2237 2.9453 0.2789 0.1542 0.1541
H -1.3355 0.2377 3.1775 0.0642 -0.1851 0.5686
H -2.4989 -0.5695 8.8479 -0.3106 0.5997 -0.2691
H -0.8590 -0.2383 8.2113 -0.1493 0.5084 -0.1286
H -1.6978 -1.6732 7.7775 -0.0695 0.0537 -0.0562
C 3.4814 -2.6676 0.6992 0.8913 -0.8755 0.6036
C 3.4645 -1.1832 0.9675 -1.6363 0.3605 0.2462
O 4.4011 -0.5412 0.1078 0.4357 0.0650 -0.3165
C 4.6823 0.7368 0.2918 -0.1314 -0.3337 0.4947
O 4.1000 1.4811 1.0653 0.2156 0.2463 0.0125
O 5.7092 1.0428 -0.4618 0.6852 -0.6867 -0.1304
C 6.4473 2.2495 -0.2839 -0.8281 0.9129 0.6502
H 2.5210 -3.1519 0.8696 -0.1656 0.3088 -0.2337
H 4.1660 -3.2029 1.3655 0.1048 0.2109 0.0554
H 3.8414 -2.9250 -0.2960 -0.2984 0.3416 -0.1553
H 3.6114 -0.8769 2.0065 0.5398 -0.3622 -0.0507
H 2.4475 -0.8190 0.7763 0.2937 0.1004 -0.4029
H 5.8394 3.0456 -0.7120 0.6613 0.1087 -0.2608
H 7.4288 2.1448 -0.7297 -0.2060 -0.1947 -0.3992
H 6.5986 2.5152 0.7652 -0.1386 -0.4249 0.1377
C -1.0113 5.7516 -0.2709 -0.5862 -0.3705 0.6747
C -0.4459 4.3640 -0.1322 -0.3292 -0.5459 -0.7622
O 0.9423 4.3506 -0.5380 0.2936 0.2734 -0.3002
C 1.8319 4.3928 0.4361 -0.2307 0.1187 -1.0682
O 1.6050 4.1331 1.5890 0.0756 -0.6467 1.6866
O 2.9931 4.7671 -0.0515 -0.1126 0.3973 -0.5133
C 4.0887 4.9934 0.8214 0.3400 0.6528 0.1478
H -0.6261 6.4004 0.5148 0.0715 0.4789 -0.4766
H -2.0991 5.6857 -0.1679 0.0340 -0.0722 0.4014
H -0.9256 6.0582 -1.3124 0.6694 0.4674 0.2004
H -1.0027 3.7979 -0.8780 0.4612 -0.5164 0.1809
H -0.4672 3.8402 0.8208 -0.5596 0.4313 0.1012
H 3.7859 5.3603 1.8026 -0.2363 -0.5871 0.0810
H 4.6480 5.8298 0.4014 0.0784 -0.2888 -0.3416
H 4.6968 4.0940 0.8368 0.0352 0.0362 0.3974
C 2.9302 0.8589 7.8187 0.8913 1.1396 -0.4215
C 2.6604 0.7358 6.3279 0.0997 0.2798 0.7147
O 2.0870 -0.5569 6.0830 0.0974 0.5230 -0.4629
C 1.9087 -0.8805 4.8113 -0.2675 -0.8831 0.4329
O 2.1497 -0.2001 3.8348 -0.0737 0.6360 -0.1811
O 1.4685 -2.1198 4.7732 0.0001 0.4370 0.0718
C 0.8454 -2.5702 3.5810 -0.8909 -1.3949 -0.3237
H 3.9207 0.4989 8.0952 -0.3191 -0.7076 0.1475
H 2.1185 0.5144 8.4502 0.0688 -0.2695 -0.0468
H 3.0504 1.9353 7.9873 -0.2721 -0.0010 0.1575
H 3.5652 0.8611 5.7336 0.0593 -0.1148 0.0435
H 1.9932 1.5621 6.0721 -0.4009 -0.4277 -0.4160
H -0.0680 -2.0456 3.3057 0.4176 0.7123 0.1331
H 0.4585 -3.5547 3.8548 0.3324 -0.0586 -0.0430
H 1.5191 -2.6962 2.7368 0.1661 0.3513 0.1505
C 2.6034 -4.0735 -2.6931 -1.3340 0.3200 1.4053
C 2.3854 -2.7901 -3.4918 1.8358 -0.7840 -0.0516
O 1.0439 -2.3507 -3.4094 0.2004 0.1460 0.0957
C 0.2480 -2.6631 -4.4479 0.5609 0.5406 0.0174
O 0.5874 -3.2967 -5.4013 -0.1252 -0.4009 -0.2440
O -0.9353 -2.0987 -4.3243 -0.6631 -0.6094 -0.0737
C -1.2435 -1.2265 -3.2248 -0.1804 0.1611 -1.0091
H 2.1667 -3.8315 -1.7124 0.2735 0.0279 0.1086
H 3.6332 -4.3468 -2.4784 0.1388 0.0670 -0.4952
H 1.9935 -4.9443 -2.9363 0.3010 0.0299 -0.8670
H 2.7856 -2.8559 -4.5031 -0.7376 -0.2089 -0.3018
H 3.0536 -2.0456 -3.0539 -0.5498 0.3942 0.3580
H -0.7188 -0.3004 -3.4491 0.0086 0.1187 0.5387
H -1.0267 -1.6118 -2.2347 0.0367 -0.3219 -0.5706
H -2.3030 -1.0344 -3.3676 -0.0445 -0.0652 0.2432
C -1.0681 3.2883 -3.7902 -0.1626 0.2509 -0.0822
Br 0.3063 4.5331 -4.3582 -0.4212 -0.1822 0.1898
Br -1.4537 1.9845 -5.1710 -0.0431 0.3130 0.1001
Br -2.6858 4.2439 -3.1844 0.6335 -0.5051 -0.3536
H -0.6906 2.7071 -2.9558 -0.0494 0.3314 -0.0847

***

2.
40
Properties=species:S:1:pos:R:3:forces:R:3 method="wB97M-V/def2-TZVPD" total_charge=0 smiles="S=C1NCCOCCOCCOCCOCCN1" homo_lumo_gap_ha=0.323
S 4.5329 1.2208 -0.5749 0.7824 0.2321 -0.2264
C 3.0112 0.8670 -0.0212 0.0887 0.1190 0.1337
N 2.0776 0.2823 -0.7939 -0.3017 -0.1790 0.4488
C 2.3566 -0.2233 -2.1145 -0.1885 -0.3183 -0.3806
C 1.7998 -1.6410 -2.2730 0.3435 0.2295 0.0418
O 0.4413 -1.7501 -1.9099 -0.2697 -0.0433 0.1223
C -0.4550 -1.0497 -2.7481 -0.4420 -0.0538 0.0094
C -1.8946 -1.4476 -2.4071 0.4454 0.1162 -0.2044
O -2.3296 -0.9432 -1.1685 0.0405 0.2435 0.0834
C -1.9874 -1.7524 -0.0589 -0.0599 -0.0367 0.3962
C -2.4209 -1.0304 1.2139 -0.0733 -0.2585 -0.2408
O -1.2904 -0.4513 1.8344 0.2553 0.0030 -0.1692
C -1.6080 0.5156 2.8158 -0.0844 0.3449 -0.0888
C -1.7091 1.9399 2.2359 -0.1382 -0.3123 0.2032
O -0.5127 2.6790 2.2952 0.0561 -0.0199 0.1010
C 0.4944 2.3263 1.3766 0.2709 -0.0192 -0.0003
C 1.3918 1.1666 1.8672 -0.3965 0.1323 -0.1219
N 2.7001 1.1811 1.2584 -0.1152 0.0909 0.0645
H 1.2097 -0.0286 -0.3802 -0.0161 0.0455 0.0492
H 1.9176 0.4436 -2.8667 0.1258 -0.0585 0.0241
H 3.4406 -0.2282 -2.2572 -0.2033 -0.0105 -0.0388
H 1.9481 -1.9735 -3.3102 -0.0001 0.0176 0.0781
H 2.3223 -2.3240 -1.5990 0.0514 0.0634 -0.1098
H -0.2536 -1.2941 -3.8016 -0.0189 0.0373 0.0326
H -0.3533 0.0351 -2.6119 -0.0050 -0.0458 -0.0619
H -2.5584 -1.0103 -3.1581 0.0823 -0.1014 -0.0174
H -1.9880 -2.5406 -2.4322 -0.0160 0.0315 -0.0592
H -0.9077 -1.9322 -0.0235 -0.1468 -0.0393 0.0607
H -2.5008 -2.7210 -0.1444 0.0408 0.0750 0.0023
H -3.1531 -0.2629 0.9348 -0.0018 -0.0635 0.0278
H -2.8963 -1.7322 1.9144 0.0235 0.0907 -0.0551
H -2.5486 0.2492 3.3116 0.0341 0.0036 0.0191
H -0.8064 0.4890 3.5582 -0.1123 0.0467 0.0210
H -2.0669 1.8766 1.1979 -0.0382 0.0069 0.0701
H -2.4205 2.5250 2.8236 -0.0250 -0.0851 -0.0735
H 1.1136 3.2236 1.2720 -0.0019 -0.1610 -0.0736
H 0.0569 2.0873 0.3984 0.0221 0.0480 0.0186
H 0.9027 0.2048 1.6921 0.0525 0.0473 0.1363
H 1.5345 1.2857 2.9434 -0.0471 -0.0699 -0.0690
H 3.4097 1.7382 1.7112 -0.0134 -0.1489 -0.1533

***

3.
12
Properties=species:S:1:pos:R:3:forces:R:3 method="wB97M-V/def2-TZVPD" total_charge=0 homo_lumo_gap_ha="0.313 / 0.303"
C -1.6614 0.9039 0.3404 -0.1668 0.0482 0.0247
C -0.3816 0.2063 0.0752 -0.2905 -0.3191 -0.0595
C -0.1579 -1.0845 -0.2674 -0.9247 0.1736 0.1075
C 1.2342 -1.5755 -0.4817 -0.4893 0.2715 0.0962
C 1.6812 -0.2307 -0.1710 2.0413 1.0021 0.1205
C 0.9394 0.8321 0.1469 0.2224 -0.7229 -0.1984
H -1.6375 1.3195 1.3549 -0.1446 -0.0221 -0.1310
H -1.7656 1.7425 -0.3582 -0.1175 -0.0850 0.1219
H -2.5205 0.2371 0.2399 0.0757 0.0744 0.0109
H 1.4460 -1.8774 -1.5067 -0.0349 -0.0224 0.0977
H 1.5577 -2.3196 0.2451 -0.0420 0.0261 -0.0908
H 1.2659 1.8462 0.3827 -0.1291 -0.4244 -0.0999

***

Values for energy above the lowest of the compared OMol25 structures with the same formula, charge and spin, kJ/mol, ordered as above
186.45; 23.90; 574.39
Values for DFT total energy, eV, ordered as above
-380084.062; -33768.008; -6313.247